# C2H5N4O

An isolated ion of composition C2H5N4O and charge +1 (wB97M-V/def2-TZVPD, the Open Molecules 2025 dataset).

ORCA input file:
```
! wB97M-V def2-TZVPD RIJCOSX def2/J DEFGRID3
* xyz 1 1
C 0.74 0.87 -0.11
C 1.49 -0.58 0.15
N 0.85 -1.70 0.04
N -0.39 0.76 -0.49
N 2.75 -0.65 0.43
N -1.68 -1.78 0.33
O -0.50 -1.36 -0.27
H 1.37 1.79 0.16
H 3.44 0.09 0.44
H 3.07 -1.58 0.50
H -1.93 -2.76 0.05
H -1.82 -1.69 1.41
*
```

Properties
M: 101.1 u
energy relative to the best compared isomer or geometry (same formula, charge and spin): 179.4 kcal per mole
E_LUMO (spin up / spin down): -7.5872 / -6.9190 eV
Kohn-Sham gap (spin up / spin down): 6.9977 / 7.8030 eV

Mulliken population analysis, charges in e, atoms 1 to 2: 0.1220, 0.6552